Record 1
This record from the Open Molecules 2025 dataset describes the ion C8H8N with charge +1 in a non-equilibrium geometry. The level of theory is ωB97M-V/def2-TZVPD.

Values from the calculation:
Total energy   -363.8197 hartree
Largest force on an atom   5.3 eV/Å
Total charge   +1
Energy above the lowest of the compared OMol25 structures with the same formula, charge and spin   121.66 kcal per mole

Each line ends with the Löwdin charge.
Positions of all 17 atoms, in Å:
C 0.2024 -0.0210 2.1909  0.074
C -0.9041 0.4653 2.3218  0.004
C -0.1748 1.7645 -0.4302  0.258
C 0.9941 -0.3049 1.0076  -0.053
C -1.9149 1.0275 1.5107  -0.054
C 0.1466 -0.2404 -1.3894  0.005
C 0.0520 0.2440 -0.1258  -0.340
C 1.1080 -1.1326 -1.9264  -0.015
N -1.0247 1.1490 0.2723  0.023
H 1.9660 0.0205 1.0707  0.113
H 0.9885 -1.2955 0.8323  0.084
H -2.7815 0.2865 1.3067  0.170
H -2.3525 2.1180 1.6643  0.187
H -0.7241 0.0892 -2.0088  0.170
H 0.7157 -1.8985 -2.4926  0.080
H 1.8569 -1.5833 -1.1453  0.143
H 1.8465 -0.6882 -2.6590  0.150



Record 2
This record from the Open Molecules 2025 dataset describes a structure of composition C26H14Cl2N5O4Pd in a non-equilibrium geometry. The level of theory is ωB97M-V/def2-TZVPD.

Values from the calculation:
Total energy   -2622.4045 hartree
Largest force on an atom   2.4 eV/Å
Total charge   -1
Energy above the lowest of the compared OMol25 structures with the same formula, charge and spin   23.76 kcal per mole

Each line ends with the Löwdin charge.
Positions of all 52 atoms, in Å:
Pd 0.0680 1.0536 0.1357  1.042
Cl -4.0753 6.4797 -0.5271  0.625
C -2.6502 5.4840 -0.3655  -0.678
C -2.8212 4.1080 -0.3113  -0.040
C -1.7141 3.2720 -0.1793  -0.188
N -1.7452 1.8577 -0.0709  -0.023
C -2.9036 1.2119 -0.3226  -0.454
O -3.9161 1.6939 -0.8283  0.018
C -2.9877 -0.2168 0.1360  -0.202
C -4.0753 -0.9974 -0.2472  -0.005
C -4.1564 -2.2808 0.2479  -0.071
C -3.1687 -2.7316 1.1193  -0.066
C -2.1289 -1.8811 1.4385  -0.136
N -2.0282 -0.6410 0.9458  0.095
C -0.4441 3.8434 -0.0559  -0.185
C -0.2796 5.2212 -0.1319  -0.043
C -1.3882 6.0375 -0.2949  -0.685
Cl -1.1323 7.7607 -0.3987  0.623
N 0.5829 2.8848 0.1279  -0.044
C 1.8628 3.2444 0.3196  -0.461
O 2.3213 4.3802 0.4252  0.029
C 2.8034 2.0836 0.3850  -0.183
C 4.1498 2.2954 0.6263  0.003
C 4.9958 1.2058 0.6150  -0.056
C 4.4681 -0.0466 0.3428  -0.044
C 3.1108 -0.1676 0.1203  -0.093
N 2.2819 0.8807 0.1534  0.059
H -3.8099 3.6936 -0.3888  0.091
H -4.8153 -0.5710 -0.9077  0.112
H -4.9805 -2.9271 -0.0302  0.100
H -3.1983 -3.7286 1.5398  0.097
H -1.3467 -2.1836 2.1228  0.102
H 0.6971 5.6613 -0.0496  0.090
H 4.4784 3.3086 0.8047  0.117
H 6.0555 1.3303 0.8013  0.106
H 5.0933 -0.9278 0.3035  0.106
H 2.6703 -1.1201 -0.1168  0.093
O -0.2044 -1.6883 -2.5554  0.060
C 0.2021 -2.0300 -1.4629  -0.448
N 0.3464 -1.2407 -0.3395  0.044
C 0.8442 -2.0107 0.6792  -0.549
O 1.1367 -1.6504 1.8055  0.031
C 1.0315 -3.4295 0.1851  -0.104
C 1.4922 -4.5657 0.8201  -0.013
C 1.5428 -5.7365 0.0661  -0.090
C 1.1452 -5.7462 -1.2731  -0.088
C 0.6857 -4.5870 -1.8951  -0.011
C 0.6411 -3.4387 -1.1301  -0.097
H 1.7976 -4.5411 1.8595  0.113
H 1.8946 -6.6547 0.5211  0.094
H 1.1971 -6.6729 -1.8323  0.094
H 0.3735 -4.5788 -2.9322  0.115



So what do the calculations give for HOMO? Going down the list: -14.60, -4.86 eV.